Record 1
Computed, not measured: a 2-piece molecular cluster, C4H12 overall, with ωB97M-V/def2-TZVPD.

Results
LUMO level (eV): 1.12
Gap between HOMO and LUMO (hartree): 0.4585
SMILES string: CC.CC
Energy (a.u.): -159.558011
F_max (eV Å⁻¹): 2.501
Highest occupied orbital energy (eV): -11.3531
Total charge: 0
ΔE to the lowest compared entry with this formula, charge and spin (kJ/mol): 70.8

Atoms and positions in Å:
C1 -0.0835 2.2360 1.4994
C2 -1.4101 1.4019 1.4690
H1 0.0166 2.6162 2.5089
H2 0.8227 1.6271 1.3478
H3 -0.0563 2.9396 0.6813
H4 -1.4996 1.0579 0.4187
H5 -1.3630 0.5756 2.1452
H6 -2.1045 2.1612 1.8431
C3 0.2143 -1.4492 -0.9582
C4 1.1682 -2.1196 -1.9889
H7 0.7273 -1.4282 0.0512
H8 0.0247 -0.4075 -1.2449
H9 -0.6521 -2.1075 -0.8378
H10 1.3872 -1.4576 -2.8291
H11 0.6908 -3.0335 -2.3589
H12 2.1173 -2.6124 -1.7467

=====

Record 2
Computed, not measured: a 4-piece molecular cluster, CH8O2S2 overall, with ωB97M-V/def2-TZVPD.

Results
LUMO level (eV): -5.55
Gap between HOMO and LUMO (hartree): 0.1266
Energy (a.u.): -989.527176
F_max (eV Å⁻¹): 4.370
Highest occupied orbital energy (eV): -8.9959
Total charge: 0
ΔE to the lowest compared entry with this formula, charge and spin (kJ/mol): 589.4

Atoms and positions in Å:
C1 -0.1046 1.0732 -0.1105
S1 1.0296 -0.0485 -1.0457
S2 -2.5224 -0.3410 1.7590
H1 -1.1536 0.7869 -0.3971
H2 0.0420 0.8480 0.9373
H3 0.0611 2.1209 -0.4063
H4 -2.7845 -0.9519 2.7950
H5 -1.1189 -1.4214 -1.6289
H6 -2.1994 -1.4987 -0.4367
O1 -1.9113 -1.9581 -1.3003
H7 2.7927 0.6281 -0.1024
H8 4.1785 0.1509 -0.3527
O2 3.6908 0.6116 0.2892

=====

Record 3
Computed, not measured: C7H6N2O5 as an isolated structure, with ωB97M-V/def2-TZVPD.

Results
LUMO level (eV): -1.68
Gap between HOMO and LUMO (hartree): 0.2582
Energy (a.u.): -755.562554
F_max (eV Å⁻¹): 4.120
Highest occupied orbital energy (eV): -8.7044
Total charge: 0
ΔE to the lowest compared entry with this formula, charge and spin (kJ/mol): 738.1

Atoms and positions in Å:
C1 0.0748 -1.2077 1.8787
C2 0.9752 -1.1523 0.8691
C3 -2.4711 -1.2137 1.4035
C4 -1.2778 -1.1598 1.5798
C5 0.6677 -0.9923 -0.5926
C6 -0.2402 0.0271 -0.9559
C7 1.9139 -1.2958 -1.4734
N1 -0.4217 3.6869 -0.0589
N2 -0.9865 1.0399 -0.6497
O1 0.5118 4.3666 -0.3993
O2 -1.4351 3.8689 0.5159
O3 -0.3439 1.9368 0.1543
O4 -2.0913 1.2957 -1.1076
O5 -0.6307 -1.3204 -1.0122
H1 0.5246 -1.1617 2.8302
H2 1.9385 -1.2314 1.2301
H3 -3.3670 -1.3685 0.7662
H4 2.5172 -2.1135 -1.0756
H5 2.5633 -0.4762 -1.3859
H6 1.5784 -1.5283 -2.5167

=====

Record 4
Computed, not measured: one molecule with the formula CH2N2, with ωB97M-V/def2-TZVPD.

Results
LUMO level (eV): 0.67
Gap between HOMO and LUMO (hartree): 0.3773
SMILES string: N=C=N
Energy (a.u.): -148.745997
F_max (eV Å⁻¹): 5.991
Highest occupied orbital energy (eV): -9.5936
Total charge: 0
ΔE to the lowest compared entry with this formula, charge and spin (kJ/mol): 138.0

Atoms and positions in Å:
N1 -1.3190 -0.2138 -0.0724
C1 -0.0936 -0.0283 -0.0151
N2 1.1487 -0.0304 -0.1290
H1 -2.0414 0.5209 0.0119
H2 2.3053 -0.2484 0.2045